Record 1
Molecular formula: C3H8N2O2S
Method: DFT, ωB97M-V/def2-TZVPD

Results
2S+1: 3
LUMO (alpha / beta) (Eh): 0.022 / -0.096
Gap between HOMO and LUMO (alpha / beta) (eV): 4.95 / 6.59
Highest occupied orbital energy (alpha / beta) (eV): -4.35 / -9.20
Total energy (Ha): -777.01567

Atoms and positions in Å:
C  -1.4065  0.2502  -0.2028
C  -0.4721  0.0781  -1.3820
C  1.4542  -0.0687  0.1139
N  -0.9867  -0.4130  1.0041
N  0.8534  -0.4918  -1.0284
O  0.9345  -1.7633  2.1641
O  1.3034  1.3962  0.1418
S  0.6717  -0.4404  1.6437
H  -1.5854  1.3458  -0.1114
H  -2.4021  -0.0781  -0.5894
H  -1.1107  -0.8429  -1.8133
H  -0.4331  1.0017  -1.9598
H  2.5548  -0.2858  0.2227
H  -1.4315  -0.0194  1.7899
H  0.8308  -1.4601  -1.0144
H  1.2252  1.7916  1.0212

Record 2
Molecular formula: C3H8N2OP2
Method: DFT, ωB97M-V/def2-TZVPD

Results
SMILES string: CCCO[P@]12=P(=N1)N2
LUMO (Eh): 0.005
Gap between HOMO and LUMO (eV): 9.17
Highest occupied orbital energy (eV): -9.04
Total energy (Ha): -986.54655

Atoms and positions in Å:
C  -1.3735  -0.3531  2.2014
C  -0.2514  -0.3222  1.1260
C  -0.2030  1.0562  0.4202
N  1.4746  1.2219  -3.0577
N  1.3986  -0.9756  -2.3325
O  0.6935  0.9555  -0.7278
P  2.2260  -0.0488  -3.5433
P  0.2823  0.3898  -2.1502
H  -1.2646  0.2125  3.1298
H  -2.3113  -0.1012  1.6334
H  -1.2335  -1.4723  2.5716
H  -0.3587  -1.0228  0.3001
H  0.5642  -0.6860  1.7771
H  -1.2546  1.3339  0.1286
H  0.2635  1.8357  0.8927
H  1.3478  -2.0234  -2.3694

Record 3
Molecular formula: C3H8N2OS
Method: DFT, ωB97M-V/def2-TZVPD

Results
LUMO (Eh): 0.011
Gap between HOMO and LUMO (eV): 9.62
Highest occupied orbital energy (eV): -9.33
Total energy (Ha): -701.83760

Atoms and positions in Å:
C  1.8402  0.6912  0.1081
C  -0.4359  0.7478  -0.4786
C  -1.2168  0.0866  0.5984
H  2.9583  -1.9432  0.8864
H  4.0117  -0.3722  0.1843
H  2.6636  1.3893  0.5027
H  -1.0352  1.6305  -0.8603
H  -0.1547  0.0333  -1.1966
H  -0.8249  -1.0243  0.6118
H  -1.4481  0.5666  1.5387
H  -2.3293  -1.8967  -0.1279
N  3.3503  -1.1581  -0.2252
N  2.0292  -0.4694  -0.0639
O  0.7343  1.3697  0.0695
S  -3.0311  -0.4439  -0.0900

Record 4
Molecular formula: C3H8N2OS
Method: DFT, ωB97M-V/def2-TZVPD

Results
SMILES string: NC(=O)[C@@H](N)CS
LUMO (Eh): 0.024
Gap between HOMO and LUMO (eV): 9.70
Highest occupied orbital energy (eV): -9.03
Total energy (Ha): -702.02356

Atoms and positions in Å:
N  -0.6056  0.6669  1.7465
C  -0.4477  0.4411  0.2578
C  0.7444  1.2783  -0.1739
S  0.9618  1.0109  -1.9556
C  -0.3637  -1.1559  0.2169
N  -0.7898  -1.6716  -0.9554
O  0.3172  -1.7236  1.0404
H  0.2332  1.0797  2.1307
H  1.8581  -0.0064  -1.9370
H  -0.7576  -0.2023  2.2262
H  -1.4487  0.8401  -0.0703
H  1.7552  1.1302  0.2224
H  0.3602  2.2881  -0.0083
H  -1.5230  -1.4390  -1.5954
H  -0.2940  -2.5364  -1.1449

Record 5
Molecular formula: C3H8N2OS
Method: DFT, ωB97M-V/def2-TZVPD

Results
SMILES string: C=N[S@@H](C)#N.C=O
LUMO (Eh): 0.016
Gap between HOMO and LUMO (eV): 9.14
Highest occupied orbital energy (eV): -8.69
Total energy (Ha): -701.82197

Atoms and positions in Å:
C  -2.7281  -1.4177  -1.1244
C  1.7122  2.2584  1.1566
C  1.0569  -1.0518  -0.0870
N  -0.7013  0.6077  1.3770
N  1.5522  1.5199  0.1637
O  -1.6583  -1.5266  -1.7288
S  0.1570  0.5695  0.2244
H  -2.6923  -0.7220  -0.2493
H  -3.6521  -2.0123  -1.3130
H  2.6824  2.7774  1.3220
H  0.9519  2.4818  1.9922
H  2.0677  -0.8942  -0.4253
H  1.1443  -1.7698  0.8049
H  0.5245  -1.5425  -0.9062
H  -0.4172  0.7223  -1.2069

Record 6
Molecular formula: C3H8N2S
Method: DFT, ωB97M-V/def2-TZVPD

Results
SMILES string: C=NSCCN
LUMO (Eh): 0.037
Gap between HOMO and LUMO (eV): 9.38
Highest occupied orbital energy (eV): -8.37
Total energy (Ha): -626.72832

Atoms and positions in Å:
C  -1.9597  -0.3256  0.1161
C  -0.6904  0.5576  0.0653
C  3.1109  0.2153  0.1467
H  -3.9442  -0.3452  -0.3225
H  -3.2189  1.2942  -0.1446
H  -2.0752  -1.1162  -0.6541
H  -1.8955  -0.9319  1.0572
H  -0.7585  1.2625  0.9752
H  -0.6096  1.1529  -0.7867
H  3.4720  -0.6341  0.7348
H  3.8945  0.9781  0.0940
N  -3.2184  0.2882  0.0291
N  1.9425  0.4879  -0.2299
S  0.7064  -0.6110  -0.0947

Record 7
Molecular formula: C3H8N2S2
Method: DFT, ωB97M-V/def2-TZVPD

Results
SMILES string: C[C@]1(S)NNCS1
LUMO (Eh): 0.024
Gap between HOMO and LUMO (eV): 9.02
Highest occupied orbital energy (eV): -8.35
Total energy (Ha): -1024.93546

Atoms and positions in Å:
C  0.2390  1.9822  -0.8204
C  0.0664  -0.4943  0.3319
C  0.2233  -1.9541  -0.0379
N  -0.9630  1.5003  -0.3590
N  -1.0418  0.1018  -0.3932
S  1.6096  0.4556  0.0254
S  -0.4331  -0.3506  2.1278
H  0.4383  1.7956  -1.8676
H  0.5576  2.9426  -0.4491
H  0.9775  -2.4250  0.5863
H  0.5280  -2.0419  -1.0800
H  -0.7264  -2.4640  0.1086
H  -1.2116  1.8139  0.5761
H  -1.0283  -0.2089  -1.3627
H  0.7644  -0.6531  2.6137

Record 8
Molecular formula: C3H8N3
Method: DFT, ωB97M-V/def2-TZVPD

Results
Net charge: +1
LUMO (alpha / beta) (Eh): -0.175 / -0.207
Gap between HOMO and LUMO (alpha / beta) (eV): 9.26 / 7.84
Highest occupied orbital energy (alpha / beta) (eV): -14.01 / -13.46
Total energy (Ha): -282.87237

Atoms and positions in Å:
C  2.0842  -0.3996  0.6119
C  0.7523  0.1055  0.0248
C  -1.2129  -1.5617  -0.6624
N  2.4663  -0.4253  -0.7891
N  1.3763  0.0135  -1.2295
N  0.0568  1.2914  0.6031
H  2.5666  0.4016  1.2797
H  2.2154  -1.3353  1.2728
H  -1.7967  -0.7253  -1.0305
H  -1.4130  -2.0311  0.2719
H  -0.6245  -2.1841  -1.3846
H  0.8745  1.8259  1.0660
H  -0.6420  0.8316  1.1557
H  -0.3857  1.7355  -0.2452

Record 9
Molecular formula: C3H8N3
Method: DFT, ωB97M-V/def2-TZVPD

Results
SMILES string: [H]/N=N\C(=[NH2+])CC
Net charge: +1
LUMO (Eh): -0.182
Gap between HOMO and LUMO (eV): 9.57
Highest occupied orbital energy (eV): -14.52
Total energy (Ha): -283.01326

Atoms and positions in Å:
C  0.4964  -0.5642  0.2456
C  -0.7961  1.5716  -0.5558
C  0.0181  0.9206  0.5357
N  -1.3234  -2.0697  -0.4195
N  -0.4774  -1.2648  -0.2659
N  1.7232  -1.0259  0.1006
H  -1.5237  0.8811  -1.0704
H  -1.3400  2.4682  -0.1379
H  -0.0045  1.9964  -1.1448
H  0.9642  1.5352  0.6739
H  -0.4410  0.6165  1.5028
H  -1.6567  -2.6438  0.5116
H  2.4858  -0.3720  -0.1135
H  1.8750  -2.0491  0.1374

Record 10
Molecular formula: C3H8N3
Method: DFT, ωB97M-V/def2-TZVPD

Results
SMILES string: NC(=[NH2+])N1CC1
Net charge: +1
LUMO (Eh): -0.130
Gap between HOMO and LUMO (eV): 11.06
Highest occupied orbital energy (eV): -14.61
Total energy (Ha): -283.07721

Atoms and positions in Å:
C  0.2057  0.4351  0.8220
C  -0.6889  -1.3181  -0.8875
C  -0.6026  -0.0057  -1.5879
N  -0.7034  -0.0836  -0.2017
N  0.4606  1.7323  0.9870
N  0.7252  -0.4404  1.6397
H  -1.7521  -1.8235  -0.8323
H  0.1734  -2.0921  -0.7521
H  0.3876  0.1843  -2.1717
H  -1.5598  0.3507  -2.2144
H  -0.0687  2.4369  0.3698
H  1.2959  1.9859  1.4789
H  0.5986  -1.3987  1.4418
H  0.6865  -0.0807  2.6245

Record 11
Molecular formula: C3H8N3
Method: DFT, ωB97M-V/def2-TZVPD

Results
SMILES string: C[N@H+]1CNC=N1
Net charge: +1
LUMO (Eh): -0.119
Gap between HOMO and LUMO (eV): 11.01
Highest occupied orbital energy (eV): -14.26
Total energy (Ha): -283.05243

Atoms and positions in Å:
C  0.0741  1.2687  1.2171
C  0.2577  0.5139  -0.9780
C  -0.4495  -1.5975  0.0175
N  0.5387  0.0087  1.4369
N  -0.1117  1.5804  -0.0494
N  0.5981  -0.5821  0.1188
H  -0.1138  1.9888  2.0372
H  -0.5421  0.2787  -1.6434
H  1.1982  0.8231  -1.5702
H  -0.2588  -2.2353  0.8860
H  -1.4835  -1.2540  -0.1631
H  -0.4302  -2.0893  -0.8927
H  -0.6834  2.3837  -0.2648
H  1.4062  -1.0878  -0.1520

Record 12
Molecular formula: C3H8N3
Method: DFT, ωB97M-V/def2-TZVPD

Results
Net charge: +1
LUMO (Eh): -0.129
Gap between HOMO and LUMO (eV): 10.95
Highest occupied orbital energy (eV): -14.46
Total energy (Ha): -283.01294

Atoms and positions in Å:
C  0.0847  -2.8013  -0.6998
C  0.6450  -2.7636  0.3623
C  -0.2501  1.2319  1.1880
N  -1.0647  2.0960  0.5805
N  0.5191  0.3285  0.7251
N  0.6329  0.0672  -0.6882
H  -0.4170  -2.9947  -1.6059
H  0.4477  -0.9958  -0.7643
H  1.1366  -2.6737  1.2883
H  -0.2168  1.2886  2.2681
H  -1.5849  2.7615  1.1247
H  0.0168  0.6133  -1.3134
H  1.6172  0.2330  -0.9517
H  -1.1988  2.1514  -0.4154

Number 1: maximum force 4.40 eV/Å. Number 2: maximum force 3.09 eV/Å. Number 3: maximum force 7.27 eV/Å. Number 4: maximum force 4.92 eV/Å. Number 5: maximum force 2.88 eV/Å. Number 6: maximum force 2.53 eV/Å. Number 7: maximum force 2.67 eV/Å. Number 8: maximum force 3.45 eV/Å. Number 9: maximum force 3.77 eV/Å. Number 10: maximum force 6.13 eV/Å. Number 11: maximum force 4.49 eV/Å. Number 12: maximum force 1.48 eV/Å.